Record 1
Density functional theory data (the ωB97M-V functional and the def2-TZVPD basis) for a 3-piece molecular cluster, C5H11NO overall.

```
! RIJCOSX wB97M-V def2-TZVPD def2/J DEFGRID3
* xyz 0 1
C 0.9208 0.3229 -2.0409
C 1.7462 -0.2026 -1.1377
C -0.3021 -0.5491 1.1963
C 0.3286 0.3234 2.2442
N -1.4349 -0.2615 0.6916
C -1.9171 -1.1043 -0.3275
O -1.8906 -2.3129 -0.3130
H 0.3934 -0.3043 -2.7636
H -0.9490 2.1845 -0.8269
H 0.7605 1.4009 -2.0991
H 1.9332 -1.2781 -1.0960
H 2.2895 0.4322 -0.4319
H 0.2614 -1.4243 0.8405
H 1.4184 0.3534 2.1191
H -0.0932 1.3318 2.1893
H 0.1156 -0.0993 3.2334
H -1.2180 1.7107 -0.3204
H -2.3628 -0.5234 -1.1572
*
```

Properties
Structure (SMILES) = C/C=N/C=O.[H][H].C=C
Gap between HOMO and LUMO = 10.37 eV
LUMO level = 0.444 eV

Atom charges from the natural (NBO) analysis, given in e for atoms 1 to 6: -0.38 -0.41 0.22 -0.68 -0.52 0.54


Record 2
Density functional theory data (the ωB97M-V functional and the def2-TZVPD basis) for a 2-piece molecular cluster, C5H11NO overall.

```
! RIJCOSX wB97M-V def2-TZVPD def2/J DEFGRID3
* xyz 0 1
C -0.7818 -0.8832 2.1662
N -0.2705 -0.1404 0.9889
C 0.8853 -0.5980 0.3236
C 1.9996 -0.8630 1.0157
C 0.3326 -0.0691 -2.0471
C 0.7268 -0.9282 -1.1011
H -1.5014 -1.6193 1.8063
H -1.1541 -0.1928 2.9146
H 0.0767 -1.4243 2.5525
H -0.9940 0.0476 0.3154
H 2.1176 -0.7452 2.0828
H 2.8329 -1.3459 0.5191
H 0.4745 1.0048 -1.9497
H -0.2514 -0.3127 -2.9250
H 0.5693 -1.9778 -1.3469
H -2.1997 3.9413 -1.8242
H -1.3034 2.8151 -1.3423
O -1.5589 3.2912 -2.1491
*
```

Properties
Structure (SMILES) = C=CC(=C)NC.O
Gap between HOMO and LUMO = 8.97 eV
LUMO level = 0.762 eV

Atom charges from the natural (NBO) analysis, given in e for atoms 1 to 6: -0.41 -0.62 0.13 -0.48 -0.37 -0.22


Record 3
Density functional theory data (the ωB97M-V functional and the def2-TZVPD basis) for an isolated molecule of C5H11NO.

```
! RIJCOSX wB97M-V def2-TZVPD def2/J DEFGRID3
* xyz 0 1
C -0.4239 0.1171 -0.0397
C -0.9838 -1.2120 0.4526
C -0.9216 0.4791 -1.4261
C 2.1396 -0.0277 0.8064
C 1.3286 -0.3610 -0.3042
N -0.5657 1.1592 0.9067
O 1.5155 -1.1630 -1.2367
H -0.8573 2.0566 0.5520
H -1.0059 0.9215 1.7818
H -2.0148 0.4600 -1.4464
H -2.0769 -1.1530 0.4749
H -0.6264 -1.4395 1.4576
H -0.6860 -2.0165 -0.2163
H -0.5864 1.4766 -1.7207
H -0.5438 -0.2414 -2.1498
H 1.7330 0.5944 1.5914
H 3.1093 -0.4972 0.9349
H 1.4665 0.8469 -0.4185
*
```

Properties
Gap between HOMO and LUMO (alpha / beta) = 7.92 / 7.92 eV
LUMO level (alpha / beta) = -0.032 / -0.033 eV

Atom charges from the natural (NBO) analysis, given in e for atoms 1 to 6: 0.19 -0.64 -0.65 -0.32 0.13 -0.87


Record 4
Density functional theory data (the ωB97M-V functional and the def2-TZVPD basis) for a 2-piece molecular cluster, C5H11NO overall.

```
! RIJCOSX wB97M-V def2-TZVPD def2/J DEFGRID3
* xyz 0 1
N -2.2673 -0.4698 -0.5151
C -1.5217 0.7585 -0.8634
C 2.5156 0.5648 1.3257
C 2.2059 0.6979 0.0434
C 0.9054 0.3931 -0.5562
C -0.2245 0.9042 -0.1030
H -3.2767 -0.3192 -0.5918
H -2.2123 -1.1690 -1.2494
H -1.3159 0.8283 -1.9378
H -2.1664 1.5952 -0.6096
H 3.5164 0.6922 1.7084
H 1.7732 0.4029 2.1082
H 3.0590 0.8483 -0.6083
H 0.8626 -0.1956 -1.4619
H -0.2552 1.4345 0.8349
H -0.3937 -2.8620 1.3892
H -1.0297 -1.8544 0.4156
O -0.1748 -2.2500 0.6711
*
```

Properties
Structure (SMILES) = C=C/C=C/CN.O
Gap between HOMO and LUMO = 9.61 eV
LUMO level = 0.862 eV

Atom charges from the natural (NBO) analysis, given in e for atoms 1 to 6: -0.86 -0.26 -0.36 -0.22 -0.19 -0.18


Record 5
Density functional theory data (the ωB97M-V functional and the def2-TZVPD basis) for C5H11NO as an isolated structure.

```
! RIJCOSX wB97M-V def2-TZVPD def2/J DEFGRID3
* xyz 0 1
C -0.5652 1.2006 -2.1335
C -1.0799 0.0616 -1.2716
N 0.5964 -0.4860 -0.5884
C 1.1576 0.6708 1.4676
C 0.6719 -0.5397 0.7190
C -0.1691 -1.5529 1.4471
O -1.8881 0.2732 -0.3689
H -0.2373 2.0949 -1.6155
H -1.4477 1.4436 -2.7300
H 0.1563 0.8526 -2.8682
H -1.3357 -0.7572 -1.9629
H 1.8649 0.4445 2.2646
H 0.3234 1.2784 1.8471
H 1.5848 1.4002 0.7752
H 1.6302 -1.0629 0.1896
H -0.0467 -1.4854 2.5273
H -1.2083 -1.2787 1.2266
H -0.0075 -2.5576 1.0749
*
```

Properties
Gap between HOMO and LUMO = 7.69 eV
LUMO level = -0.802 eV

Atom charges from the natural (NBO) analysis, given in e for atoms 1 to 6: -0.65 0.38 -0.46 -0.67 0.07 -0.68


Record 6
Density functional theory data (the ωB97M-V functional and the def2-TZVPD basis) for a 2-piece molecular cluster, C5H11NO overall.

```
! RIJCOSX wB97M-V def2-TZVPD def2/J DEFGRID3
* xyz 0 1
C 1.0852 -0.3770 3.0385
C 0.8193 0.2029 1.8824
N 0.5813 -0.4900 0.6595
C 0.7109 0.3231 -0.5413
C -1.2204 2.0162 -0.2853
C -0.5224 1.1115 -1.0079
H 1.0964 -1.4647 2.9658
H 0.9337 0.0180 4.0327
H 1.0029 1.2420 1.6408
H 0.9030 -1.4336 0.7607
H 1.1409 -0.1909 -1.3877
H 1.3840 1.1367 -0.2586
H -2.3026 1.9394 -0.2415
H -0.7246 2.7998 0.2816
H -0.9366 0.9084 -1.9971
H -1.6906 -1.8906 -3.3275
H -0.9269 -3.2448 -3.3963
O -1.3335 -2.6062 -2.8186
*
```

Properties
Structure (SMILES) = C=CCNC=C.O
Gap between HOMO and LUMO = 8.74 eV
LUMO level = 0.788 eV

Atom charges from the natural (NBO) analysis, given in e for atoms 1 to 6: -0.53 0.03 -0.62 -0.26 -0.40 -0.16


Record 7
Density functional theory data (the ωB97M-V functional and the def2-TZVPD basis) for an isolated molecule of C5H11NO.

```
! RIJCOSX wB97M-V def2-TZVPD def2/J DEFGRID3
* xyz 0 1
C 1.4650 1.3422 1.2518
N 0.0961 0.9023 1.5776
C -0.6280 -0.1125 0.9491
C -0.4644 -0.2166 -0.6453
C -1.6763 -0.8764 -1.2552
C 0.8993 -0.8848 -0.9938
O -1.7345 -0.3057 1.4162
H 1.3817 2.3165 0.7701
H 2.0716 1.5015 2.1521
H 1.9202 0.4720 0.7962
H -0.5306 1.5081 2.0791
H -0.5265 0.8701 -0.8168
H -2.5536 -0.5631 -0.6951
H -1.5340 -1.9338 -0.9628
H -1.7707 -0.7154 -2.3265
H 1.3610 -1.2734 -0.0885
H 0.7382 -1.7958 -1.5828
H 1.4855 -0.2350 -1.6254
*
```

Properties
Structure (SMILES) = CNC(=O)C(C)C
Gap between HOMO and LUMO = 10.06 eV
LUMO level = 0.776 eV

Atom charges from the natural (NBO) analysis, given in e for atoms 1 to 6: -0.42 -0.65 0.67 -0.28 -0.62 -0.63


Record 8
Density functional theory data (the ωB97M-V functional and the def2-TZVPD basis) for C5H11NO as an isolated structure.

```
! RIJCOSX wB97M-V def2-TZVPD def2/J DEFGRID3
* xyz 0 1
C 0.8254 -1.9390 -0.6885
C -0.1152 -1.6961 0.4752
C 0.2899 -0.6879 1.4342
N 0.5348 1.0332 0.4874
C -0.5229 1.2061 -0.3258
O -1.2890 0.2795 -0.5999
C -0.8610 2.5825 -0.9066
H 0.7793 -2.9781 -1.0243
H 0.5500 -1.2863 -1.5251
H 1.8514 -1.6908 -0.3960
H -1.1804 -1.8088 0.2556
H 0.1191 -2.3374 1.4365
H -0.4540 -0.5493 2.2283
H 1.3208 -0.7846 1.7474
H 1.0955 1.8993 0.5616
H -1.3142 2.4323 -1.8911
H -0.0097 3.2624 -0.9948
H -1.6197 3.0629 -0.2742
*
```

Properties
Gap between HOMO and LUMO = 9.71 eV
LUMO level = 0.971 eV

Atom charges from the natural (NBO) analysis, given in e for atoms 1 to 6: -0.62 -0.39 -0.08 -0.76 0.64 -0.70


Record 9
Density functional theory data (the ωB97M-V functional and the def2-TZVPD basis) for an isolated molecule of C5H11NO.

```
! RIJCOSX wB97M-V def2-TZVPD def2/J DEFGRID3
* xyz 0 1
C 2.8022 0.5646 -0.1349
N 1.4244 0.3697 -0.5315
C 0.5091 -0.2222 0.2903
O 0.7967 -0.6575 1.3954
C -0.9136 -0.2733 -0.2668
C -1.6384 -1.5095 0.2565
C -1.6565 1.0121 0.1234
H 3.0088 1.6063 0.1396
H 3.4810 0.2694 -0.9412
H 2.9805 -0.0688 0.7362
H 1.1086 0.7466 -1.4124
H -0.8576 -0.3272 -1.3639
H -1.6714 -1.4872 1.3493
H -1.1232 -2.4280 -0.0410
H -2.6632 -1.5482 -0.1288
H -2.6810 0.9992 -0.2657
H -1.7071 1.1014 1.2142
H -1.1565 1.9055 -0.2674
*
```

Properties
Structure (SMILES) = CNC(=O)C(C)C
Gap between HOMO and LUMO = 10.49 eV
LUMO level = 0.892 eV

Atom charges from the natural (NBO) analysis, given in e for atoms 1 to 6: -0.42 -0.62 0.68 -0.63 -0.30 -0.60


Record 10
Density functional theory data (the ωB97M-V functional and the def2-TZVPD basis) for an isolated molecule of C5H11NO.

```
! RIJCOSX wB97M-V def2-TZVPD def2/J DEFGRID3
* xyz 0 1
C -1.4330 1.6512 0.2023
O -0.2091 2.1450 0.7682
C -1.1918 0.8573 -1.0731
C -0.0112 -0.1080 -1.1405
C 0.3534 -0.8147 0.1223
C 1.3875 -1.6696 0.1777
N 1.8364 -2.3583 1.3041
H -2.0574 1.1401 0.9425
H -2.0193 2.5273 -0.0334
H -0.2748 2.0944 1.7271
H -1.1257 1.5821 -1.8886
H -2.1976 0.4611 -1.2972
H -0.0860 -0.6307 -2.0912
H 0.8264 0.5377 -1.3930
H 0.1122 -0.3848 1.0962
H 1.9636 -1.7699 -0.7462
H 2.1707 -1.9140 2.1352
H 1.9557 -3.3464 1.1874
*
```

Properties
Structure (SMILES) = N/C=C/CCCO
Gap between HOMO and LUMO = 9.07 eV
LUMO level = 0.962 eV

Atom charges from the natural (NBO) analysis, given in e for atoms 1 to 6: -0.07 -0.73 -0.41 -0.45 -0.23 0.00


What did we get for relative energy (zero: lowest compared OMol25 entry of this formula, charge and spin)? Answer: 75.8; 63.8; 97.9; 53.2; 138.7; 98.1; 39.9; 66.2; 1.9; 58.4 kcal per mole, in the order shown.
What did we get for molecular weight? Answer: 101.149; 101.149; 101.149; 101.149; 101.149; 101.149; 101.149; 101.149; 101.149; 101.149 g mol⁻¹, in the order shown.
What did we get for DFT total energy? Answer: -327.0105; -327.0297; -326.9753; -327.0465; -326.9103; -326.9751; -327.0678; -327.0259; -327.1283; -327.0383 a.u., in the order shown.